# C25H59BN9O11

A cluster of 8 separate species, C25H59BN9O11 in total in a non-equilibrium geometry (ωB97M-V with the def2-TZVPD basis set, the OMol25 dataset).

Each line ends with the Mulliken charge.
CARTESIAN COORDINATES (ANGSTROEM)
N: -0.297 0.700 -3.317  -0.268
N: 1.243 1.007 -7.107  -0.124
C: 4.574 8.766 1.528  0.800
N: -0.279 -0.686 -2.987  -0.188
H: -1.652 -5.621 5.094  0.177
H: -0.322 -4.690 8.412  0.381
H: 0.155 3.907 -5.865  0.314
C: 1.973 -0.474 -1.891  0.283
C: 3.663 -5.747 -4.382  -0.819
C: -9.271 -4.620 1.933  -0.844
O: 4.633 7.568 1.727  -0.605
C: 0.493 -0.953 -1.776  0.325
H: -0.846 2.466 -0.223  0.359
H: 6.379 3.194 -0.595  0.398
H: -1.758 0.696 1.382  0.292
H: 4.212 -4.817 -4.480  0.323
C: 4.842 5.131 -0.453  -1.233
H: -8.492 -1.951 1.028  0.431
C: -2.876 -3.428 2.970  -0.648
O: 2.423 -0.353 -3.041  -0.678
C: 0.416 1.909 -6.519  0.914
H: -2.476 2.910 0.412  0.427
O: 2.607 -0.296 -0.821  -0.852
H: 3.633 2.005 -0.653  0.165
H: -0.887 1.227 -2.669  0.005
O: -1.593 -0.202 -0.521  -0.717
H: -3.297 -4.405 2.718  0.297
H: 3.281 -3.016 -3.431  0.351
H: 0.937 0.308 0.880  0.298
H: 2.942 10.035 0.921  0.354
C: -1.900 2.196 -0.178  -1.379
N: 2.262 -5.482 -4.145  -0.155
H: -1.217 -1.056 -2.905  0.232
N: -7.877 -4.590 1.540  -0.170
C: 2.507 -3.034 -4.198  -0.954
H: -9.395 -5.222 2.836  0.277
N: 5.645 9.439 1.015  -0.156
H: -6.893 -1.392 1.566  0.194
C: -7.657 -2.150 1.703  -1.261
H: 2.621 0.972 -8.681  0.308
H: -9.634 -3.618 2.131  0.322
H: -4.465 -0.775 5.516  0.364
C: 5.719 2.334 -0.649  -0.959
O: -0.684 1.567 -6.123  -0.752
N: 4.333 2.739 -0.607  -0.024
O: 2.635 4.212 -0.481  -0.676
C: -7.061 -3.503 1.410  0.786
H: 0.550 -2.051 -1.705  -0.076
C: -2.110 0.787 0.353  0.095
C: 0.924 3.322 -6.358  -1.388
C: 1.638 -4.259 -4.043  0.708
O: -5.202 -0.671 3.120  -0.701
H: 4.304 6.069 -0.376  0.182
H: 0.589 -6.536 5.681  0.300
N: -1.301 -5.712 6.035  -0.107
H: 1.638 -6.264 -4.032  0.234
H: 3.285 0.573 -7.086  0.270
H: 4.833 11.368 0.950  0.317
O: -5.901 -3.655 1.066  -0.643
H: 4.089 -6.319 -3.553  0.264
H: 5.971 10.993 -0.350  0.283
C: 5.756 10.851 0.711  -0.846
H: -4.171 -2.313 1.721  0.235
H: -9.877 -5.061 1.139  0.282
H: 5.938 1.668 0.187  0.269
H: -2.323 2.232 -1.184  0.284
O: 0.380 -0.475 0.801  -0.521
C: 3.837 3.995 -0.514  0.857
H: -4.190 -2.520 5.401  0.272
H: -0.001 -6.715 7.338  0.335
C: -4.384 -1.498 3.519  0.865
H: -1.603 -5.866 8.782  0.382
O: 0.439 -4.226 -3.835  -0.656
H: 2.976 -3.046 -5.187  0.420
H: 2.576 8.894 2.223  0.305
H: 5.916 1.791 -1.575  0.279
C: -0.294 -6.722 6.294  -0.895
H: -2.611 -3.415 4.024  0.008
H: -0.683 -7.712 6.046  0.291
C: -3.948 -1.554 4.964  -1.350
H: 1.917 -2.125 -4.098  0.010
H: 1.823 3.335 -5.742  0.349
H: 5.488 5.033 0.419  0.366
H: -3.192 0.629 0.395  0.238
H: -0.720 0.791 -4.233  0.242
C: 2.580 1.216 -7.616  -0.851
H: 3.792 -6.329 -5.300  0.268
C: -1.392 -4.889 8.346  -1.416
N: -3.841 -2.394 2.671  0.030
C: 3.329 9.569 1.828  -1.323
H: 0.849 0.081 -7.162  0.216
H: 1.142 3.769 -7.330  0.384
H: 2.886 2.248 -7.484  0.309
H: 5.452 5.144 -1.359  0.364
H: 3.537 10.342 2.570  0.366
H: -1.926 -4.130 8.908  0.281
H: 6.440 8.847 0.835  0.225
H: -7.421 -5.462 1.328  0.241
H: 6.567 11.299 1.289  0.283
C: -1.858 -4.834 6.909  0.850
H: -8.005 -2.099 2.735  0.374
H: -1.974 -3.277 2.373  0.320
O: -2.698 -4.034 6.532  -0.584
H: -2.874 -1.387 5.044  0.336
B: -0.239 -0.501 -0.436  0.653

Summary:
**HOMO-LUMO gap**: 5.99 eV
**LUMO level**: 2.1 eV
**Net charge**: -1
**HOMO level**: -0.144 Ha

# C40H47N8O16

A cluster of 9 separate species, C40H47N8O16 in total in a non-equilibrium geometry (ωB97M-V with the def2-TZVPD basis set, the OMol25 dataset).

Each line ends with the Mulliken charge.
CARTESIAN COORDINATES (ANGSTROEM)
H: -5.041 6.683 -0.330  0.396
C: 2.323 -3.042 4.008  -0.518
C: 4.084 -0.471 1.973  0.151
H: 1.852 1.654 5.523  0.586
H: 0.700 3.680 6.554  0.234
O: 0.902 -0.131 -0.433  0.202
C: -4.289 -1.058 -3.587  -0.623
C: -3.137 -0.366 -5.727  -0.414
N: 1.465 -3.654 -3.356  0.126
C: -6.759 -2.355 1.998  -0.856
C: -3.107 -0.441 -2.755  -1.062
O: -1.155 5.961 2.304  -0.560
H: 0.997 2.951 1.168  0.105
H: -6.907 5.137 -0.921  0.386
H: 6.812 -2.111 1.410  0.332
O: -7.925 2.834 -0.943  -0.562
H: 6.401 0.661 -0.125  0.346
C: -3.147 3.761 -1.228  -0.784
C: 5.587 1.428 -0.456  -0.134
H: 5.737 -2.896 2.480  0.568
C: 1.706 -4.712 -4.235  -1.602
H: 3.316 -3.867 -2.413  0.442
O: 6.549 -0.065 -2.702  -0.582
O: 4.482 -0.287 -3.582  -0.557
H: -2.151 3.507 -1.144  0.906
C: 4.719 1.140 -1.648  0.250
C: 0.608 -2.643 -3.575  0.476
C: -4.263 -1.059 -5.048  -0.637
C: 2.370 -4.474 3.287  -0.374
C: 0.109 4.558 4.480  -0.522
H: 2.153 3.607 -0.935  0.390
H: 1.749 1.096 2.994  0.128
C: 1.285 1.902 3.386  0.092
H: -3.052 -0.527 -1.742  0.792
H: 1.990 -5.599 -3.811  0.494
H: 1.093 -5.791 1.912  0.374
H: 5.549 2.433 1.509  0.232
C: -4.210 2.927 -1.623  -0.039
C: -2.042 0.260 -3.548  0.544
C: -4.957 -0.947 1.008  0.158
H: -0.466 5.348 4.856  0.458
H: -1.128 0.807 -3.053  0.187
C: 0.186 4.352 2.902  -0.146
H: -5.092 -1.353 -3.135  0.719
H: 6.389 -1.528 2.798  0.543
C: 1.380 2.330 4.909  -0.816
H: 3.147 -0.094 1.468  0.331
H: -7.492 -1.776 1.393  0.321
H: 2.228 -2.825 -1.489  -0.284
C: -3.521 5.252 -0.740  -1.000
N: 4.753 -1.415 1.456  0.602
H: 1.469 0.554 -0.398  -0.266
N: -0.921 1.057 -5.760  1.098
O: -5.828 -0.241 0.399  -0.678
N: -6.888 2.591 -1.625  0.886
C: 0.125 -3.928 2.077  -0.550
C: 3.483 1.985 -1.970  -0.793
H: 1.151 -4.857 -4.954  0.582
C: 1.139 -4.827 2.405  -0.506
C: -5.785 3.370 -1.314  0.154
O: 3.178 -1.494 5.470  -0.525
N: -5.371 -1.921 1.798  0.113
H: -3.933 -0.781 0.686  0.366
C: 3.704 3.221 0.258  -0.243
H: -2.798 5.751 -0.408  0.736
H: -3.652 -1.752 2.934  0.385
H: -6.632 -3.532 2.135  0.283
O: 0.728 5.657 1.080  -0.570
N: 3.322 -2.600 4.956  1.065
O: 4.255 -3.427 5.255  -0.628
H: -4.715 -3.178 3.331  0.472
C: -5.908 4.828 -1.072  -0.599
H: 1.373 -0.993 3.650  0.980
O: -0.012 -2.494 -4.684  -0.715
H: -3.015 -0.353 -6.810  0.384
N: 5.308 0.193 -2.738  0.996
H: -0.483 -4.405 1.400  0.494
O: -0.902 0.775 -6.906  -0.633
H: 0.701 -1.748 -2.780  0.134
C: -2.018 0.345 -5.001  -0.158
C: 0.802 3.013 2.410  0.297
C: -4.355 -2.555 2.571  -1.122
C: 5.924 -2.027 2.062  -1.498
H: 2.854 1.902 -2.802  0.635
C: 2.312 -3.652 -2.163  -0.867
C: 0.242 -2.441 2.487  -0.999
N: -0.226 5.422 1.953  1.050
H: -0.393 -1.774 2.068  0.956
C: -0.250 0.590 -0.181  0.562
O: -0.294 1.908 -5.136  -0.610
C: -4.767 5.701 -0.644  -0.379
H: 3.844 -1.254 -0.469  0.039
H: -4.029 1.864 -1.896  0.333
O: 4.435 0.219 3.007  -0.827
H: -3.740 -3.441 2.331  0.277
O: -1.187 0.073 0.311  -0.627
H: 2.577 -4.479 -4.758  0.520
H: -5.097 -1.411 -5.693  0.322
H: 1.929 -4.292 -1.509  0.686
H: 3.523 -2.847 0.451  0.111
O: -6.679 1.574 -2.376  -0.506
H: 5.198 -2.195 -0.239  0.544
H: 3.274 -5.088 3.550  0.384
C: 0.614 3.486 5.395  -0.448
C: 5.015 2.412 0.522  -0.381
C: 3.061 3.055 -1.009  -0.511
C: 4.293 -2.020 0.185  -0.851
C: 1.420 -1.985 3.378  -0.217
O: -0.154 1.808 -0.585  -0.632
H: -7.181 -2.160 3.010  0.298
H: 3.179 4.021 0.856  0.393

Summary:
**ΔE to the lowest compared entry with this formula, charge and spin**: 232.5 kJ/mol
**HOMO-LUMO gap**: 6.32 eV
**LUMO level**: 0.3 eV
**Net charge**: -1
**HOMO level**: -0.220 Ha

# C24H41EuN7O11P2Si

A structure of composition C24H41EuN7O11P2Si in a non-equilibrium geometry (ωB97M-V with the def2-TZVPD basis set, the OMol25 dataset).

Each line ends with the Mulliken spin population.
CARTESIAN COORDINATES (ANGSTROEM)
H: 2.321 -0.613 -2.496  -0.004
P: -2.311 -2.574 0.764  0.000
N: -0.016 1.896 1.171  0.004
C: 2.122 4.445 4.130  0.000
C: -2.999 0.967 2.747  0.007
C: 0.168 2.043 2.468  0.008
H: -3.909 -3.895 -1.295  0.000
C: -2.066 2.613 -3.975  -0.002
H: -4.004 3.539 -3.854  0.001
C: 2.921 1.544 -0.310  0.008
H: -5.975 1.705 1.860  0.000
H: -3.747 -1.026 0.359  0.001
O: -2.347 -3.704 1.712  -0.001
C: 3.415 -0.768 -0.545  0.002
O: 1.408 -2.011 -0.811  0.011
H: 3.693 1.266 -3.317  0.000
H: 4.985 2.089 -0.794  0.000
O: -0.555 -1.260 -2.236  0.011
C: 2.958 3.265 4.613  0.000
P: -1.848 -2.039 -2.284  0.005
H: -4.299 2.938 -1.462  0.000
C: 2.844 -0.004 -1.759  0.002
H: -2.698 -4.850 -2.165  0.000
C: -3.367 3.808 1.498  0.001
H: -3.803 -1.146 -2.234  -0.002
H: 3.680 5.482 3.048  0.000
H: -4.266 4.370 1.259  0.000
H: 0.209 1.762 -4.956  0.000
H: 2.053 5.775 2.415  0.000
C: 2.713 5.026 2.847  0.000
H: -3.828 0.421 3.184  0.000
Si: -3.544 1.907 1.173  0.002
H: -5.577 0.515 0.638  0.000
C: 3.431 0.349 0.520  0.001
Eu: -0.475 -0.093 -0.355  6.836
H: 0.022 4.949 3.917  0.000
O: -3.808 -1.949 0.620  0.001
O: 1.953 0.938 -1.163  0.026
H: 0.161 1.265 3.202  -0.003
C: -3.402 2.671 -1.997  -0.006
C: -3.233 2.998 -3.315  0.005
H: -2.954 -5.083 -0.411  0.000
O: -2.291 -2.614 -3.573  -0.001
H: -2.225 0.245 2.491  -0.002
C: 3.963 0.886 -2.333  0.002
C: 4.016 2.009 -1.283  0.002
C: 0.176 1.475 -3.906  0.004
C: -5.423 1.547 0.937  0.000
H: -3.113 4.031 2.531  0.000
H: -1.922 2.839 -5.020  0.000
H: 0.816 -2.806 -0.593  0.002
C: -1.897 -3.287 -0.908  0.008
N: -1.243 1.609 -1.972  -0.001
C: 2.345 0.184 1.629  0.002
H: -2.568 4.202 0.875  0.000
H: 2.124 5.226 4.902  0.000
H: 0.232 0.388 -3.828  -0.001
C: -2.927 -4.355 -1.221  0.003
N: 0.109 3.110 0.638  0.007
O: -1.372 -1.417 1.036  0.016
H: 0.327 3.406 4.755  0.000
O: -2.988 -0.952 -1.768  0.006
H: 2.896 2.431 3.917  0.000
H: 4.424 -1.145 -0.735  -0.001
H: 1.024 1.904 -3.375  0.000
H: -5.875 2.176 0.175  0.000
H: 4.902 0.343 -2.412  0.000
H: 4.406 0.518 0.979  0.000
H: -2.607 1.631 3.514  0.001
H: -0.369 -4.529 -1.458  0.000
C: 2.555 -1.973 -0.142  -0.004
H: 3.757 2.980 -1.703  0.000
O: 1.326 -0.456 1.287  0.011
N: -0.552 -3.849 -0.720  0.001
O: 2.537 0.800 2.679  0.000
O: 2.968 -2.858 0.562  0.000
H: 2.623 2.920 5.588  0.000
H: 4.000 3.564 4.701  0.000
C: -1.098 1.932 -3.257  0.014
N: -2.488 1.436 -0.081  0.013
N: 0.392 3.347 2.708  0.000
C: -2.401 1.923 -1.319  0.004
N: 0.343 3.975 1.532  0.002
C: 0.643 4.048 3.932  0.000
H: 2.483 2.342 0.286  -0.004
H: 2.865 4.237 2.113  0.000
H: -0.546 -4.329 0.185  0.001

Summary:
**ΔE to the lowest compared entry with this formula, charge and spin**: 87.4 kJ/mol
**HOMO-LUMO gap (alpha / beta)**: 3.43 / 6.16 eV
**LUMO level (alpha / beta)**: 4.3 / 4.3 eV
**Net charge**: -2
**HOMO level (alpha / beta)**: 0.033 / -0.067 Ha
**Multiplicity**: 8